# 1
The following is a DFT calculation (ωB97M-V/def2-TZVPD) of a molecular structure, C28H36N8O5Sr at a distorted geometry.

Results
- Kohn-Sham gap: 7.26 eV
- E_HOMO: -0.25202 Eh

Geometry as XYZ:
```
78
Properties=species:S:1:pos:R:3:forces:R:3
Sr -1.06568 1.27351 -0.36438 1.443 -0.469 1.119
O -1.45348 3.79690 -0.12771 -0.190 -0.511 0.072
C -2.60649 3.99750 -0.96843 -0.005 0.306 -0.303
C -3.67707 2.93132 -0.74328 -0.407 0.125 0.019
N -3.39881 1.62724 -1.32434 0.812 -0.086 0.061
C -3.27169 1.62522 -2.78015 -0.240 0.029 -0.296
C -1.83208 1.75960 -3.32941 -0.127 0.014 -0.044
O -1.61630 2.59233 -4.20041 0.098 0.040 0.014
O -0.97363 0.95839 -2.80551 -0.078 -0.034 0.157
C -4.12254 0.46791 -0.79328 -0.187 0.009 0.003
C -3.29077 -0.84007 -0.99698 -0.295 0.197 -0.124
O -3.73528 -1.69041 -1.76379 0.089 -0.043 0.031
O -2.19292 -0.88068 -0.34777 0.024 0.274 -0.005
H -0.67475 4.25758 -0.46088 -0.116 0.111 -0.089
H -3.02772 4.97459 -0.72337 -0.133 -0.050 -0.063
H -2.31280 4.00329 -2.02300 0.013 0.045 0.021
H -3.84086 2.80588 0.33155 -0.010 0.024 -0.008
H -4.60158 3.35298 -1.17007 -0.026 0.033 0.095
H -3.63934 0.66299 -3.14493 -0.033 0.027 -0.028
H -3.88589 2.41795 -3.22068 0.000 -0.034 -0.033
H -4.26189 0.61081 0.28155 -0.043 0.000 -0.007
H -5.09880 0.36339 -1.27860 -0.020 -0.069 0.069
C 6.36828 1.39241 1.86363 -0.039 0.002 -0.003
C 4.95486 0.95521 1.58153 0.062 -0.009 0.047
C 4.24544 0.15032 2.47140 -0.031 0.002 -0.018
C 2.93631 -0.21883 2.23881 0.027 0.025 -0.018
C 2.23000 0.18528 1.08238 -0.086 -0.025 0.132
N 0.92293 -0.14798 0.84120 -0.225 0.145 -0.380
C 0.41342 -1.23650 1.56031 0.002 -0.126 0.018
C 0.91142 -2.52664 1.31018 -0.069 0.033 -0.006
C 0.35649 -3.66659 1.85312 -0.004 0.003 0.009
C -0.75861 -3.58409 2.68450 0.027 -0.053 -0.021
C -1.44334 -4.81980 3.20282 0.009 0.027 -0.018
C -1.23076 -2.32115 2.98638 -0.065 0.092 0.035
C -0.64147 -1.16318 2.47950 0.081 -0.211 -0.110
N -1.10952 0.06709 3.03376 0.047 0.073 0.298
C -1.33509 0.25474 4.35694 0.013 0.061 -0.095
C -1.78679 1.54040 4.52331 -0.011 0.023 0.015
C -1.79822 2.07280 3.22677 0.092 -0.019 0.009
N -1.38297 1.18054 2.33867 -0.141 -0.001 -0.431
C 2.96666 0.99170 0.19249 0.010 -0.061 0.105
C 4.28032 1.36638 0.44533 -0.035 0.022 -0.051
N 2.39256 1.42737 -1.04361 0.197 0.134 -0.027
C 2.94221 1.22337 -2.26308 -0.096 0.026 0.011
C 2.29897 2.04502 -3.15613 0.019 -0.021 -0.015
C 1.36996 2.74356 -2.37302 0.018 -0.091 0.028
N 1.43809 2.38658 -1.09508 -0.311 -0.033 -0.069
H 6.90701 0.63476 2.43345 0.006 -0.003 -0.003
H 6.39104 2.31696 2.44568 0.008 0.001 0.001
H 6.91911 1.57270 0.93995 0.003 0.002 0.000
H 4.72978 -0.19335 3.37943 0.010 0.003 -0.002
H 2.42531 -0.83788 2.96470 -0.004 -0.005 -0.001
H 1.77223 -2.60435 0.65284 0.010 0.009 0.007
H 0.77992 -4.63641 1.61552 -0.003 -0.004 0.002
H -0.72447 -5.61878 3.38531 -0.003 -0.006 0.005
H -2.17327 -5.18929 2.47941 -0.001 -0.007 0.004
H -1.97372 -4.61975 4.13364 0.000 0.001 0.002
H -2.09550 -2.21897 3.63246 0.009 0.016 0.005
H -1.13279 -0.52596 5.06835 0.007 -0.020 -0.008
H -2.05207 2.02492 5.44585 0.001 0.005 0.000
H -2.06472 3.06454 2.89755 -0.018 0.002 -0.002
H 4.77713 2.00256 -0.28028 -0.003 -0.003 -0.001
H 3.74569 0.51627 -2.38616 0.010 -0.001 0.009
H 2.44900 2.11249 -4.21861 -0.004 0.010 -0.001
H 0.62608 3.44870 -2.71144 -0.001 -0.001 -0.010
N 1.58531 -3.21208 -3.44799 -0.044 -0.001 -0.009
C 0.12273 -3.19046 -3.32249 -0.002 0.036 0.061
C -0.27098 -2.54420 -2.00125 -0.102 -0.125 -0.092
N 0.45553 -1.24682 -1.88845 0.033 -0.085 0.002
H 1.87123 -3.30479 -4.41316 0.005 -0.004 0.010
H 1.98609 -3.98917 -2.93692 -0.003 0.005 0.003
H 1.34991 -1.38492 -2.37605 0.020 0.087 0.056
H -0.34084 -4.17834 -3.38019 -0.016 0.003 0.006
H -0.28199 -2.59815 -4.14527 0.024 0.021 0.001
H 0.00767 -3.16034 -1.14706 0.066 0.010 -0.045
H -1.34169 -2.36216 -1.93874 0.007 0.033 0.033
H -0.07099 -0.49046 -2.37297 0.045 0.001 0.005
H 0.66149 -0.95353 -0.89539 -0.119 0.065 -0.142
```
Forces are in eV/Å.

=====

# 2
The following is a DFT calculation (ωB97M-V/def2-TZVPD) of a molecular structure, C38H36Br2N2OPTi at a distorted geometry.

Results
- Kohn-Sham gap (spin up / spin down): 6.06 / 7.85 eV
- E_HOMO (spin up / spin down): -0.30687 / -0.40156 Eh
- Multiplicity: 3
- Total charge: +1

Geometry as XYZ:
```
81
Properties=species:S:1:pos:R:3:forces:R:3
Ti 0.55664 1.16113 -0.52989 1.542 -1.194 1.275
C 1.68967 2.50924 0.95584 0.183 0.292 0.225
C 2.67608 1.91683 0.12664 0.238 0.418 0.031
C 2.43925 2.34060 -1.20630 -0.025 0.094 0.015
C 1.29357 3.18395 -1.20237 0.092 0.368 0.014
C 0.83947 3.29729 0.14071 0.256 0.532 0.089
C -0.20269 4.25745 0.62567 -0.079 -0.061 -0.026
C 0.70826 3.89629 -2.38556 -0.006 -0.045 -0.016
C 3.35331 2.09544 -2.36641 -0.024 -0.046 -0.030
C 3.89464 1.16266 0.56792 -0.119 -0.176 -0.019
C 1.56081 2.37435 2.44707 -0.049 0.001 -0.003
H 0.26735 5.20980 0.88261 -0.015 0.008 -0.016
H -0.72252 3.90284 1.51531 0.018 -0.003 0.008
H -0.95284 4.45696 -0.13990 -0.012 -0.012 0.009
H 1.03831 4.93688 -2.41896 0.004 -0.003 -0.002
H -0.38337 3.90060 -2.35695 0.001 0.008 0.006
H 1.01041 3.42481 -3.32125 -0.009 -0.006 0.001
H 3.91049 1.16424 -2.25539 -0.001 -0.001 0.001
H 4.08432 2.90431 -2.43977 0.009 -0.011 -0.001
H 2.81769 2.05638 -3.31458 -0.002 0.012 0.005
H 4.78418 1.76956 0.38838 0.011 -0.013 -0.001
H 4.02868 0.22269 0.02850 -0.013 -0.001 0.012
H 3.86858 0.93262 1.63162 -0.013 -0.023 0.009
H 0.83807 1.60969 2.75085 -0.008 0.056 -0.012
H 1.23912 3.31767 2.88837 0.014 0.005 0.005
H 2.51418 2.10847 2.90245 0.008 0.007 0.007
Br -0.82123 0.40167 -6.91465 -0.008 -0.012 -0.077
C -0.46100 0.38949 -5.07359 0.072 -0.015 -0.027
C 0.78594 -0.10011 -4.61734 -0.041 -0.013 -0.049
C 1.04974 -0.01761 -3.28621 0.025 -0.033 0.187
N 0.17858 0.47556 -2.36789 -0.599 -0.030 -1.477
C -1.07049 0.84758 -2.81219 -0.177 0.038 -0.097
C -1.38335 0.85689 -4.18895 0.002 -0.159 0.094
C -1.97440 1.25914 -1.79208 -0.149 0.033 0.028
C -3.34765 1.51454 -2.00093 0.106 0.008 -0.022
C -4.12061 1.87500 -0.94151 -0.011 0.024 0.077
Br -5.96427 2.15638 -1.16222 -0.069 0.014 0.002
C -3.55552 2.01447 0.35042 -0.088 0.011 -0.070
C -2.23265 1.75371 0.49091 0.186 -0.152 -0.047
N -1.42000 1.36761 -0.53172 -1.356 0.396 -0.447
H 1.51445 -0.50342 -5.30375 0.000 0.003 -0.005
H 2.00466 -0.34676 -2.89363 0.000 0.026 0.001
H -2.33323 1.23426 -4.53636 -0.006 -0.003 0.005
H -3.78474 1.40365 -2.98210 0.003 -0.013 -0.002
H -4.15667 2.31055 1.19635 -0.011 -0.011 -0.001
H -1.75818 1.83336 1.46211 0.016 0.003 -0.010
O 0.74290 -0.61919 0.33556 -0.024 -0.178 0.469
P 0.01916 -1.75244 1.06224 0.057 -0.108 -0.155
C 0.30217 -3.27891 0.17837 0.105 -0.036 -0.063
C -0.53775 -4.38138 0.32960 0.042 -0.009 -0.011
C -0.23751 -5.56756 -0.32096 -0.012 0.007 -0.001
C 0.89368 -5.65467 -1.12151 -0.006 -0.002 0.005
C 1.73059 -4.55840 -1.27507 -0.014 0.000 0.006
C 1.43878 -3.37035 -0.62406 -0.032 -0.006 -0.009
C 0.68006 -1.91334 2.71428 0.039 0.006 0.043
C 0.21025 -2.89889 3.58419 -0.011 0.030 -0.036
C 0.77143 -3.02870 4.84185 -0.006 0.004 -0.003
C 1.80395 -2.18287 5.23185 0.009 0.008 -0.003
C 2.27947 -1.21090 4.36549 -0.003 -0.004 0.010
C 1.71979 -1.07531 3.10263 -0.014 -0.035 0.015
C -1.74943 -1.52656 1.15599 -0.102 0.036 -0.006
C -2.36906 -1.07946 2.32177 -0.042 -0.031 -0.037
C -3.74581 -0.90034 2.34689 0.059 -0.049 0.005
C -4.49849 -1.15973 1.21165 -0.004 -0.011 0.003
C -3.88288 -1.58564 0.03942 -0.018 0.066 0.021
C -2.51256 -1.76915 0.00878 0.046 0.059 0.030
H -1.42991 -4.31469 0.93987 -0.011 0.007 0.005
H -0.89068 -6.42231 -0.20951 0.001 -0.005 0.002
H 1.12178 -6.58173 -1.63018 0.000 -0.004 -0.002
H 2.60894 -4.62995 -1.90215 0.004 0.002 0.000
H 2.08508 -2.50949 -0.73974 0.007 -0.001 0.006
H -0.58961 -3.56354 3.28022 -0.012 -0.004 0.005
H 0.40807 -3.78947 5.51916 0.000 -0.004 -0.001
H 2.24161 -2.28854 6.21551 0.001 0.000 0.002
H 3.08856 -0.56098 4.67158 0.000 0.005 -0.003
H 2.08408 -0.32713 2.41250 0.038 -0.023 0.006
H -1.78130 -0.87486 3.20722 0.016 -0.030 0.041
H -4.22854 -0.56305 3.25411 -0.004 0.003 0.009
H -5.57211 -1.02606 1.23526 -0.008 0.009 -0.004
H -4.47375 -1.77277 -0.84732 -0.003 -0.005 -0.001
H -2.03203 -2.10036 -0.90477 0.005 -0.020 0.004
```
Forces are in eV/Å.

=====

# 3
The following is a DFT calculation (ωB97M-V/def2-TZVPD) of a gas-phase ion, C2H3N4 (charge +1) at a distorted geometry.

Results
- Kohn-Sham gap (spin up / spin down): 7.96 / 7.96 eV
- E_HOMO (spin up / spin down): -0.62273 / -0.62275 Eh
- Total charge: +1

Geometry as XYZ:
```
9
Properties=species:S:1:pos:R:3:forces:R:3
C -1.84188 -1.55121 -0.03977 0.209 -2.517 -0.015
C 1.43644 -0.02393 -0.02709 0.404 1.711 -1.212
N -1.94957 0.89952 -0.08065 -2.788 -0.608 0.195
N -0.75192 0.98508 0.00244 0.646 -1.304 -0.896
N -2.25639 -0.46346 -0.09031 -0.129 3.701 -0.550
N 0.15425 0.32981 0.32641 0.087 1.674 2.140
H 1.29892 -1.07170 0.00381 0.847 -1.749 -0.355
H 1.86896 0.54562 -0.82783 -0.387 -0.625 -1.607
H 2.04119 0.35028 0.73298 1.111 -0.282 2.300
```
Forces are in eV/Å.

=====

no.,energy (Eh)
1,-1933.68209
2,-7993.21300
3,-296.45273